1.
Below is 14 unconnected molecules or ions with the total composition C16H60N18O14 at a distorted geometry, with properties calculated with ωB97M-V with the def2-TZVPD basis set.

Calculated values
* relative energy (zero: lowest compared OMol25 entry of this formula, charge and spin): 644.42 kJ/mol
* HOMO-LUMO gap: 7.0 eV
* E_HOMO: -8.10 eV

Geometry as ORCA input:
```
! wB97M-V def2-TZVPD RIJCOSX def2/J DEFGRID3
* xyz 0 1
H -3.47 2.16 0.38
H 3.53 1.32 -0.56
N 2.53 3.16 1.91
H 2.16 -0.21 2.03
N -1.96 2.29 1.38
C 2.42 3.33 3.17
O -0.42 -2.71 -3.86
H 3.59 -2.31 -0.97
H -2.35 -2.11 -3.43
H -4.93 1.27 0.05
C 1.65 -4.17 3.90
H -0.98 -1.14 -2.69
O 0.95 0.26 5.44
H 1.66 -4.49 1.80
H -1.82 -2.83 0.49
C 2.09 3.81 -1.53
H 0.82 2.49 -2.36
N 3.93 0.43 -0.36
H -0.36 1.22 2.61
C -1.02 3.17 1.28
C 1.22 -2.89 -0.74
H 1.79 2.84 1.24
C -4.84 -1.36 -1.46
H -4.76 -1.13 -2.53
C -1.03 1.93 -2.85
C -0.54 -0.17 0.11
N -3.88 3.54 -1.46
H 0.18 -1.88 4.25
H 0.92 -2.51 -1.69
H -0.11 -1.87 -4.26
H -3.32 -6.35 -0.36
N -4.37 2.08 -0.14
H 0.84 4.76 -2.89
H 0.67 2.00 3.55
O 2.91 2.73 -1.25
H 0.13 1.90 0.18
H 1.17 5.47 -0.70
N 0.56 0.54 -0.25
H 2.70 -4.17 3.97
H 2.83 -4.13 0.02
N 1.25 3.50 3.69
O -1.97 1.19 -3.58
N 1.70 4.57 -0.61
N 0.25 1.67 -2.60
H -1.62 1.12 -1.17
O 3.60 3.51 3.94
N 1.65 4.03 -2.76
C -4.55 2.49 -1.35
C 1.28 -3.74 2.45
O 3.94 -1.68 0.72
H -5.49 -2.23 -1.52
H 2.25 -4.64 -1.64
N 2.57 0.24 1.23
N -0.15 2.89 0.40
H -4.05 4.04 -2.39
O 3.42 -2.98 -1.55
H 0.19 -3.77 2.43
H 1.35 -2.12 -0.14
H 2.11 3.46 -3.47
C 2.46 -0.34 -3.26
H 1.23 -5.14 4.15
H -0.55 -1.15 2.82
H -1.92 1.36 0.79
H 2.92 1.16 1.57
H 2.46 0.29 -5.19
O -3.53 -1.48 -0.89
C 0.41 0.11 4.13
H 2.98 0.42 -2.69
H -3.28 -2.35 -1.25
O -5.39 1.92 -2.27
H -2.34 -6.14 1.24
H -2.16 -3.93 1.70
H 2.13 4.61 0.27
H 3.50 3.28 1.49
H -1.20 -2.82 -2.04
N 0.21 1.11 3.38
H 3.17 -1.18 -3.52
H -3.72 4.12 -0.65
N -2.66 -5.79 0.26
N -1.64 0.31 -0.49
H 1.50 0.34 0.32
H -2.51 -0.27 -0.54
H 1.76 -0.71 -2.58
H -5.38 -0.52 -1.00
H -0.95 2.94 -0.97
H -2.61 2.53 2.20
H 1.80 -3.37 5.55
O 1.82 0.04 -4.49
H 1.36 3.78 4.70
N -2.04 -3.77 0.69
H 0.33 -3.39 -0.32
H -2.52 2.94 -1.78
O -3.02 -4.18 -1.42
N -0.16 -1.00 3.78
H 0.40 3.79 3.15
O -0.91 4.25 2.11
C 2.48 -3.79 -0.93
O 1.16 -3.21 4.81
C -1.35 -2.20 -2.97
C 3.46 -0.39 0.57
C -2.57 -4.58 -0.19
N -1.46 2.71 -1.85
H 4.65 0.06 -0.93
H 0.55 0.98 -1.21
H 0.74 1.07 -3.12
O -0.51 -1.14 1.06
H 1.66 -2.72 2.34
H 0.45 3.57 0.00
*
```


2.
Below is a molecular structure, C16H61B3N11NiO7 at a distorted geometry, with properties calculated with ωB97M-V with the def2-TZVPD basis set.

Calculated values
* HOMO-LUMO gap (spin up / spin down): 8.5 / 8.3 eV
* E_HOMO (spin up / spin down): -6.45 / -6.31 eV
* ⟨S²⟩: 2.00

Geometry as ORCA input:
```
! wB97M-V def2-TZVPD RIJCOSX def2/J DEFGRID3
* xyz -1 3
H -26.15 -7.12 1.75
C -28.04 -10.35 -2.94
N -28.01 -7.23 -6.87
C -27.54 -7.82 -5.61
N -22.64 -11.87 -2.31
H -23.99 -9.92 -0.68
H -23.11 -9.83 -2.12
N -25.04 -14.31 3.01
H -25.70 -9.28 3.18
H -21.12 -10.30 -0.20
H -22.01 -9.16 -3.36
N -28.60 -12.97 -0.73
H -21.46 -4.63 -3.69
H -24.06 -11.81 1.59
C -29.73 -12.39 1.37
H -24.05 -9.93 3.35
H -24.43 -8.25 -0.79
C -22.01 -11.12 -3.13
H -22.47 -4.39 0.28
H -25.07 -9.47 -1.99
H -29.52 -12.15 2.42
B -24.73 -9.38 2.71
C -31.82 -11.33 1.66
H -24.77 -9.87 1.76
H -21.27 -5.29 -0.52
H -28.62 -12.13 -1.29
H -24.45 -5.62 -3.55
C -30.24 -7.37 -3.66
H -23.12 -11.54 -1.48
H -21.33 -5.21 1.32
H -29.01 -7.30 -6.71
H -28.06 -8.77 -5.54
H -32.32 -12.28 1.86
H -31.29 -7.07 -3.69
C -22.69 -6.64 0.46
H -30.24 -8.46 -3.74
H -25.59 -6.97 -5.30
H -24.00 -13.58 1.18
O -22.57 -9.00 0.88
O -21.77 -7.02 -2.99
H -25.72 -8.51 -4.59
H -27.87 -6.24 -6.77
C -21.76 -10.15 0.67
H -25.98 -10.39 -2.82
H -26.77 -10.85 -4.26
H -24.12 -7.39 -3.12
H -26.94 -9.54 -1.64
H -31.55 -10.98 2.65
H -32.50 -10.59 1.24
B -24.79 -9.25 -0.97
H -27.02 -11.13 1.63
H -25.72 -14.56 3.71
C -24.90 -13.02 2.81
O -29.06 -10.69 -3.57
H -25.63 -9.36 -0.31
H -22.78 -12.80 -2.69
N -26.84 -10.64 -3.27
H -23.13 -6.83 -0.53
N -23.89 -6.34 1.29
H -23.19 -4.45 -3.76
H -24.62 -15.03 2.43
O -30.62 -11.44 0.92
H -20.97 -10.08 1.42
C -27.42 -11.40 0.65
H -27.56 -5.93 -4.75
N -27.91 -9.66 -1.89
N -22.45 -9.93 -2.89
C -21.87 -7.76 0.92
C -28.08 -6.86 -4.53
H -24.41 -8.35 2.70
H -27.76 -13.41 1.06
B -26.80 -7.37 0.93
H -28.67 -9.42 -1.27
C -28.37 -12.62 0.64
H -20.85 -7.77 0.52
H -24.15 -5.37 1.13
C -26.02 -7.95 -5.48
H -28.00 -10.50 0.44
N -23.90 -6.41 -3.23
H -21.65 -7.58 1.97
H -22.37 -11.05 0.79
N -22.38 -4.98 -3.48
C -22.61 -6.22 -3.15
C -21.88 -5.31 0.38
H -26.24 -7.17 0.03
H -29.96 -7.05 -2.66
H -27.71 -6.79 1.02
N -24.37 -12.77 1.66
H -23.62 -6.14 2.24
H -25.58 -8.58 -6.25
H -29.59 -13.14 -0.60
H -27.85 -7.11 -3.49
O -21.14 -11.37 -3.98
H -30.36 -13.27 1.22
H -26.87 -8.45 1.01
O -29.50 -6.71 -4.68
O -25.23 -12.20 3.58
Ni -24.86 -8.18 0.91
H -26.53 -11.48 0.03
*
```


3.
Below is 15 unconnected molecules or ions with the total composition C16H62O23 at a distorted geometry, with properties calculated with ωB97M-V with the def2-TZVPD basis set.

Calculated values
* relative energy (zero: lowest compared OMol25 entry of this formula, charge and spin): 239.77 kJ/mol
* HOMO-LUMO gap: 9.1 eV
* E_HOMO: -9.42 eV

Geometry as ORCA input:
```
! wB97M-V def2-TZVPD RIJCOSX def2/J DEFGRID3
* xyz 0 1
H -2.22 16.79 -31.95
H -0.51 18.36 -24.73
C -4.96 11.16 -30.52
H -8.48 15.52 -31.12
H -6.48 19.34 -33.22
O -2.01 13.99 -27.81
H -6.52 18.10 -31.52
H -4.62 16.43 -26.71
H -0.85 17.22 -29.44
O -7.14 20.05 -33.18
O -2.72 15.97 -29.51
H -5.63 17.24 -33.74
H -6.26 10.73 -27.60
C -7.20 20.42 -31.82
H -7.78 14.74 -32.41
H -2.58 17.18 -24.60
O -8.92 13.47 -29.53
H -4.34 17.07 -29.06
O -7.73 16.59 -28.56
H -3.94 21.15 -27.71
O -7.99 10.62 -26.46
H -1.48 13.75 -31.54
H -4.92 11.33 -29.44
H -2.88 10.29 -29.16
H -7.66 15.35 -34.60
C -8.56 14.57 -31.67
O -5.55 16.22 -26.93
O -9.84 14.57 -32.28
C -8.28 13.37 -30.78
H -6.17 22.13 -26.35
C -3.63 10.52 -30.94
H -0.48 15.98 -30.24
O -3.13 9.70 -29.87
H -6.20 20.58 -31.39
H -5.33 16.38 -35.92
C -6.70 15.19 -35.10
H -9.30 14.34 -29.41
C -2.29 17.61 -25.56
H -7.04 13.19 -25.95
C -6.71 12.66 -26.85
H -3.81 14.46 -31.43
H -7.03 14.88 -36.10
H -7.44 17.14 -29.31
H -3.81 9.77 -31.72
O -5.39 13.22 -26.98
H -5.43 14.50 -33.51
H -5.95 15.70 -30.16
C -4.01 16.45 -29.90
O -6.99 18.26 -30.68
O -2.65 17.13 -32.74
H -4.23 14.04 -35.45
C -5.89 14.11 -34.42
H -5.38 14.17 -27.13
H -10.51 14.27 -31.67
O -6.12 10.37 -30.73
H -6.00 10.83 -25.93
O -2.81 16.90 -26.66
C -4.95 15.28 -30.13
H -6.09 10.04 -31.63
O -4.98 13.45 -35.30
H -4.81 14.48 -29.40
O -4.72 14.78 -31.47
C -6.07 20.17 -26.89
O -5.59 17.75 -32.90
H -5.65 20.03 -29.00
H 0.19 19.07 -26.63
H -2.19 14.07 -26.87
H -4.07 17.11 -30.77
H -2.75 18.61 -25.52
H -7.20 13.16 -30.76
O -3.86 20.23 -27.97
H -6.64 13.36 -34.16
H -8.62 12.55 -31.43
H -2.28 15.80 -30.36
H -0.30 16.78 -25.50
H -2.41 14.78 -28.21
C -5.19 19.74 -28.06
H -5.03 12.16 -30.97
H -2.03 17.77 -33.10
H -6.96 16.62 -27.97
H -6.05 16.50 -26.16
H -4.65 17.82 -32.69
H -7.02 19.64 -26.86
H -5.14 18.65 -28.03
H -5.45 19.95 -26.02
O -6.30 21.57 -27.12
C -7.88 19.37 -30.94
O -1.90 14.56 -31.84
C -6.71 11.15 -26.69
H -2.52 17.30 -27.49
H -8.06 19.85 -29.98
O -0.93 16.83 -30.31
O -0.31 18.28 -26.84
H -7.66 21.40 -31.67
H -1.60 14.67 -32.75
H -7.26 12.90 -27.77
H -8.84 19.04 -31.33
H -2.95 11.36 -31.11
C -0.78 17.76 -25.61
O -5.99 16.42 -35.23
H -8.46 10.64 -27.29
*
```


Calculated total energy, respectively: -73044.4853 -91368.9178 -64685.6741 eV.